An isolated molecule of C2H8NOPS at a distorted geometry, computed with ωB97M-V with the def2-TZVPD basis set.

Last column: natural (NBO) charge in e.
Geometry (Å):
H: 0.76386 2.47491 2.26314  0.2429
H: 0.31572 0.68551 2.11334  0.2186
P: -0.32339 -0.33027 -0.34658  1.4507
C: -0.38780 -0.78674 -2.14740  -0.9835
H: -0.56594 0.22609 -2.65958  0.2641
H: 1.54562 -1.51288 -0.30042  0.3721
H: -1.18981 -1.58925 -2.28372  0.2884
H: 1.00308 -1.17363 1.24755  0.3998
H: 0.67260 -1.17940 -2.48832  0.2483
O: -2.07307 -0.45233 0.87810  -0.8594
N: 0.77834 -1.49889 0.27239  -1.1078
C: 0.08496 1.65337 1.66651  -0.7726
H: -1.01416 1.81182 1.87978  0.2699
S: 0.38999 1.67168 -0.09479  -0.0316

Summary:
**F_max**: 0.120 hartree/bohr
**Charge**: 0
**SMILES**: CS[P@@](C)(N)=O
**ΔE to the lowest compared entry with this formula, charge and spin**: 129.1 kcal/mol

***

An isolated molecule of C2H8NOPS at a distorted geometry, computed with ωB97M-V with the def2-TZVPD basis set.

Last column: natural (NBO) charge in e.
Geometry (Å):
C: -0.09691 -1.16536 0.60641  -0.6499
H: -0.60289 -0.25935 -1.21897  0.2150
H: -0.90072 -1.92730 0.34958  0.2173
O: 1.24179 1.32832 1.35865  -0.9777
H: 1.85053 0.72752 -1.83780  0.3817
H: 0.77846 -1.44215 0.12923  0.2317
H: 2.90850 0.49748 -0.34509  0.4069
C: -0.44112 0.07861 -0.17634  -0.5649
H: -1.86725 2.02130 -0.76311  -0.0153
P: -2.17060 1.10839 0.36868  0.2414
S: 0.90564 1.36250 -0.06540  1.3673
N: 2.03376 0.31616 -0.88946  -1.0514
H: -1.42939 1.54148 1.37667  -0.0257
H: 0.02168 -0.87829 1.57693  0.2237

Summary:
**F_max**: 0.082 hartree/bohr
**Charge**: 0
**ΔE to the lowest compared entry with this formula, charge and spin**: 119.6 kcal/mol

***

A cluster of 2 separate species, C2H8NOPS2 in total at a distorted geometry, computed with ωB97M-V with the def2-TZVPD basis set.

Last column: natural (NBO) charge in e.
Geometry (Å):
C: -0.53507 -1.94722 0.91958  -0.2746
S: -2.42957 1.55505 1.41455  -0.6186
H: 0.54566 -0.84264 -3.27773  0.3553
H: -0.39823 -2.60858 1.81389  0.1995
N: 1.08034 -1.57762 -2.81073  -1.0800
S: 0.65004 2.39980 0.16852  0.2493
H: 1.01750 4.06829 1.65056  0.2208
P: -1.09824 0.58933 0.30546  0.8828
H: -1.48159 -2.43452 0.39010  0.1966
O: -0.52908 -0.59239 1.27892  -0.8538
H: -0.74387 3.27026 1.93461  0.2540
H: 1.48684 -1.08801 -2.00555  0.3606
H: 0.43581 -2.15764 0.32257  0.1816
H: 1.73199 -1.89840 -3.53776  0.3651
C: 0.26747 3.26430 1.43299  -0.4385

Summary:
**F_max**: 0.066 hartree/bohr
**Charge**: 0
**ΔE to the lowest compared entry with this formula, charge and spin**: 80.9 kcal/mol

***

A structure of composition C2H8NORu at a distorted geometry, computed with ωB97M-V with the def2-TZVPD basis set.

Last column: natural (NBO) charge in e.
Geometry (Å):
H: 2.25092 -1.56180 -0.88170  0.4328
H: 1.08810 -2.54054 -0.23160  0.4247
H: 0.99495 0.92648 -0.94320  -0.2021
H: -2.04809 1.28086 1.24202  0.2820
H: -0.48130 1.95156 0.79638  0.2869
N: 1.24519 -1.70795 -0.78831  -1.0413
H: 0.86692 -1.88509 -1.72341  0.4242
H: -1.37632 0.31360 0.13882  0.1494
H: -1.69701 1.88589 -0.49554  0.2824
C: 1.05291 -0.10886 1.72424  0.3084
O: 1.50262 -0.13190 2.83142  -0.3531
C: -1.35448 1.39393 0.40988  -0.8459
Ru: 0.32008 -0.07937 0.07240  0.8514

Summary:
**F_max**: 0.208 hartree/bohr
**Expectation value of S²**: 6.011
**Charge**: +1
**Multiplicity**: 5
**Calculated total energy**: -8311.19602 eV

***

A cluster of 2 separate species, C2H8NOS in total at a distorted geometry, computed with ωB97M-V with the def2-TZVPD basis set.

Last column: natural (NBO) charge in e.
Geometry (Å):
H: 2.30177 -0.29249 1.29825  0.1826
C: -1.56101 -1.02513 -0.54606  0.1019
H: -2.18970 0.85654 -0.17776  0.3371
H: -0.95562 0.79145 -1.26816  0.3928
H: 1.73166 1.38605 1.69490  0.1753
O: -0.62545 -1.14441 0.46703  -0.8167
H: -1.25476 -1.58847 -1.43480  0.1253
H: 3.18541 1.19357 0.76927  0.1827
N: -1.82794 0.34130 -0.98419  -0.8882
S: 1.32425 0.81850 -0.68910  -0.6566
C: 2.19079 0.74444 0.91204  -0.7357
H: -2.49705 -1.50512 -0.16194  0.1286
H: 0.17763 -0.57623 0.12051  0.4707

Summary:
**F_max**: 0.026 hartree/bohr
**Charge**: -1
**ΔE to the lowest compared entry with this formula, charge and spin**: 10.7 kcal/mol

***

A cluster of 2 separate species, C2H8NS in total at a distorted geometry, computed with ωB97M-V with the def2-TZVPD basis set.

Last column: natural (NBO) charge in e.
Geometry (Å):
H: -0.86998 1.11582 -2.10643  0.1794
H: 0.09535 1.11619 -0.14967  0.1428
N: 2.25544 -0.18751 1.55522  -1.1115
H: 1.86766 -0.72173 2.35476  0.3523
C: -0.64246 0.24149 -0.07590  -0.5292
H: -2.25698 0.31497 -1.37305  0.1818
H: 1.44934 0.35030 1.16760  0.3755
H: -1.20832 -0.76577 -2.01426  0.2124
H: 2.21296 -1.06661 1.09134  0.3701
H: -1.51008 0.75871 0.38044  0.1628
S: -0.18345 -1.37778 0.71717  -0.7044
C: -1.20948 0.22192 -1.54721  -0.6319

Summary:
**F_max**: 0.041 hartree/bohr
**Charge**: -1
**ΔE to the lowest compared entry with this formula, charge and spin**: 33.8 kcal/mol

***

A cluster of 2 separate species, C2H8NS in total, computed with ωB97M-V with the def2-TZVPD basis set.

Last column: natural (NBO) charge in e.
Geometry (Å):
H: 1.50075 -1.20920 0.73190  0.2485
H: 0.55832 2.63563 1.16679  0.1651
H: 0.45413 -2.43706 -0.11777  0.2382
N: -0.28561 -0.45185 -0.00525  -0.3986
C: 0.81731 -1.41599 -0.08764  -0.4347
H: -0.01027 0.54996 -0.08261  0.4479
S: 1.01562 2.61197 -0.10918  -0.2772
H: -2.26479 0.01258 0.01564  0.2347
H: 1.33798 -1.22105 -1.02550  0.2497
H: -1.76198 -1.82006 0.07454  0.2249
C: -1.51474 -0.76628 0.02446  0.1214
H: 0.15329 3.51134 -0.58538  0.1799

Summary:
**F_max**: 0.011 hartree/bohr
**Charge**: +1
**ΔE to the lowest compared entry with this formula, charge and spin**: 11.4 kcal/mol

***

A cluster of 2 separate species, C2H8O2 in total at a distorted geometry, computed with ωB97M-V with the def2-TZVPD basis set.

Last column: natural (NBO) charge in e.
Geometry (Å):
H: -13.68004 30.06672 -19.18947  0.1686
O: -12.09883 30.99259 -18.27343  -0.7194
H: -12.61775 31.24283 -17.50551  0.4707
H: -9.81841 32.82838 -20.97102  0.1654
C: -9.93947 32.68687 -22.04500  -0.2469
H: -9.19567 33.23793 -22.62051  0.1866
O: -11.28760 33.02530 -22.31391  -0.7261
C: -12.93619 30.83151 -19.41277  -0.2557
H: -12.40338 30.47176 -20.29300  0.1760
H: -9.73531 31.62892 -22.20982  0.1567
H: -13.45333 31.70048 -19.81970  0.1602
H: -11.87148 32.48811 -21.77344  0.4640

Summary:
**F_max**: 0.029 hartree/bohr
**Charge**: 0
**SMILES**: CO.CO
**ΔE to the lowest compared entry with this formula, charge and spin**: 22.7 kcal/mol

***

A cluster of 2 separate species, C2H8O2 in total at a distorted geometry, computed with ωB97M-V with the def2-TZVPD basis set.

Last column: natural (NBO) charge in e.
Geometry (Å):
H: 2.67783 -0.26831 2.49749  0.1591
H: 1.57105 0.58587 1.48667  0.1494
O: -2.61072 -0.28396 -2.08269  -0.7338
C: -1.89627 0.87867 -1.53470  -0.2505
H: -2.16900 -0.55959 -2.88923  0.4627
O: 2.02955 -1.41812 1.18215  -0.7158
H: 2.97435 -1.37261 1.01822  0.4603
H: 0.82607 -0.64311 2.57364  0.1828
H: -0.84765 0.58653 -1.59088  0.1700
C: 1.71148 -0.36406 2.00242  -0.2358
H: -2.21043 1.09436 -0.51349  0.1870
H: -2.05630 1.76436 -2.14958  0.1645

Summary:
**F_max**: 0.054 hartree/bohr
**Charge**: 0
**SMILES**: CO.CO
**ΔE to the lowest compared entry with this formula, charge and spin**: 29.4 kcal/mol

***

Number 1: molar mass 125.13 g mol⁻¹. Number 2: molar mass 125.13 g mol⁻¹. Number 3: molar mass 157.20 g mol⁻¹. Number 4: molar mass 163.16 g mol⁻¹. Number 5: molar mass 94.16 g mol⁻¹. Number 6: molar mass 78.16 g mol⁻¹. Number 7: molar mass 78.16 g mol⁻¹. Number 8: molar mass 64.08 g mol⁻¹. Number 9: molar mass 64.08 g mol⁻¹.